(1)
This record from OMol25 describes C14H32CeN6O6S as an isolated structure at a distorted geometry. The level of theory is ωB97M-V/def2-TZVPD.

Results
Charge = +1
Spin multiplicity = 2
ΔE to the lowest compared entry with this formula, charge and spin = 0.0 kJ/mol
Kohn-Sham gap (spin up / spin down) = 7.127 / 7.220 eV
Electronic energy = -60017.342 eV

Geometry as XYZ:
```
60
Properties=species:S:1:pos:R:3:mulliken_spin:R:1
O -0.8417 2.3814 -2.3882 0.000
H -0.1292 3.9367 -2.7966 0.000
Ce -0.7928 0.1952 -1.8500 -0.003
N -3.2536 -0.2255 -1.6749 0.036
N -2.1111 0.8713 0.2789 0.275
N 1.4968 -0.2733 -2.6108 0.001
N 1.1693 0.6513 -0.2665 0.000
O -3.6499 -1.0089 -2.5813 0.414
O 1.6207 -0.8522 -3.8676 0.000
O 1.0297 1.1643 0.9924 -0.001
O -1.4863 1.2131 1.3832 0.290
C -3.4744 0.8328 0.3797 -0.061
C -4.1135 0.1297 -0.6655 0.031
C 2.6400 0.0003 -1.9776 -0.001
C 2.4566 0.5265 -0.6494 0.000
C -5.5484 -0.2370 -0.7048 0.011
H -6.1373 0.5129 -1.2542 0.003
H -5.9488 -0.2932 0.3131 0.002
H -5.6806 -1.2053 -1.1984 0.005
C -4.1720 1.3855 1.5760 0.016
H -3.7408 2.3579 1.8436 -0.007
H -4.0659 0.7163 2.4447 -0.014
H -5.2423 1.5197 1.3792 0.000
C 3.9972 -0.2088 -2.5521 0.000
C 3.6135 0.9121 0.2098 -0.001
H 3.9279 -0.5202 -3.5964 0.000
H 4.5424 -0.9755 -1.9841 0.000
H 4.5822 0.7178 -2.4871 0.000
H 3.2498 1.4418 1.0949 0.000
H 4.3034 1.5607 -0.3465 0.000
H 4.1839 0.0263 0.5272 0.000
H 0.6486 -0.9752 -4.1113 0.000
H -0.0021 1.2198 1.1309 -0.006
C -0.0258 5.0375 -2.8334 0.000
H -0.2176 5.4118 -3.8461 0.000
H 0.9922 5.3228 -2.5376 0.000
H -0.7419 5.4964 -2.1427 0.000
O -0.9433 -0.7676 -3.6855 -0.001
H -1.7224 2.7869 -2.2950 0.000
H -1.6280 -1.1924 -4.2307 0.000
C 3.5466 -3.3256 1.8459 0.000
C 2.3888 -2.3430 1.8698 0.000
N 1.1831 -2.9789 1.2880 0.000
C 0.0856 -2.2174 1.0320 0.001
S -0.7713 -2.4097 -0.4318 -0.001
N -0.2981 -1.3285 1.9592 0.007
C -0.3124 -1.6291 3.3889 0.002
C -0.1737 -0.3604 4.2012 0.002
H 3.2643 -4.2733 2.3172 0.000
H 4.3854 -2.9011 2.4059 0.000
H 3.8776 -3.5192 0.8189 0.000
H 2.1652 -2.0380 2.8989 0.000
H 2.6426 -1.4208 1.3135 0.000
H 1.3885 -3.6294 0.5252 0.000
H -0.9821 -0.6140 1.6505 -0.004
H -1.2615 -2.1312 3.6374 -0.001
H 0.4948 -2.3348 3.6061 0.000
H -0.9996 0.3340 4.0139 0.000
H -0.1797 -0.6183 5.2640 0.000
H 0.7714 0.1449 3.9758 0.000
```


(2)
This record from OMol25 describes C14H32N4O6Tl as an isolated structure at a distorted geometry. The level of theory is ωB97M-V/def2-TZVPD.

Results
Charge = +2
Spin multiplicity = 2
ΔE to the lowest compared entry with this formula, charge and spin = 0.0 kJ/mol
Kohn-Sham gap (spin up / spin down) = 7.225 / 3.274 eV
Electronic energy = -37956.194 eV

Geometry as XYZ:
```
57
Properties=species:S:1:pos:R:3:nbo_charge:R:1
Tl -0.4790 0.6778 0.4259 0.911
O 1.9560 0.3816 2.1480 -0.248
C 2.0797 -0.8878 2.7402 -0.177
C 1.5778 -2.2370 1.9233 -0.186
O 0.2111 -2.2315 1.4565 -0.281
H 1.6886 -0.9207 3.7571 0.230
H 3.1477 -1.0889 2.8236 0.241
H 1.7854 -3.1159 2.5338 0.214
H 2.1936 -2.3959 1.0381 0.234
C 3.8752 1.7095 -1.1767 -0.705
C 2.6041 2.4001 -1.6439 0.686
O 1.5817 1.9772 -1.1630 -0.705
N 2.7398 3.4163 -2.4502 -0.579
C 1.6239 4.2180 -2.9635 -0.420
H 4.6667 2.4466 -1.0414 0.229
H 4.2614 1.0118 -1.9197 0.227
H 3.6967 1.2855 -0.1885 0.232
H 3.6613 3.7974 -2.6107 0.411
H 2.0951 5.1962 -3.0588 0.218
H 0.7668 4.2135 -2.2901 0.226
H 1.3766 3.9389 -3.9878 0.208
C 0.3114 -1.7721 -3.9295 -0.702
C 1.1294 -1.4554 -2.6969 0.683
O 0.6590 -0.7996 -1.7710 -0.576
N 2.3833 -1.9345 -2.6097 -0.560
C 3.3497 -1.6717 -1.5806 -0.446
H 0.8670 -1.6949 -4.8641 0.252
H -0.5334 -1.0905 -4.0282 0.246
H 0.0427 -2.8190 -3.7878 0.246
H 2.7454 -2.2739 -3.4893 0.410
H 4.3068 -1.3653 -2.0026 0.226
H 3.6917 -2.5923 -1.1076 0.218
H 3.0910 -0.8591 -0.9017 0.239
C -2.7582 -3.3611 -0.5848 -0.667
C -3.0347 -2.0554 -1.2713 0.650
O -2.2999 -1.1679 -1.0377 -0.232
N -4.2086 -1.8300 -1.8347 -0.512
C -4.5807 -0.5401 -2.4362 -0.437
H -2.6616 -4.1842 -1.2927 0.272
H -3.7156 -3.4927 -0.0806 0.267
H -1.8574 -3.4001 0.0277 0.284
H -4.9199 -2.5452 -1.8854 0.439
H -3.7804 0.0262 -2.9125 0.235
H -4.9649 0.1545 -1.6892 0.231
H -5.3241 -0.8072 -3.1873 0.244
C -1.2703 0.0179 5.3113 -0.706
C -1.7203 1.1473 4.3654 0.688
O -1.3876 1.2089 3.1727 -0.743
N -2.4576 2.0939 4.8935 -0.567
C -2.9966 3.2521 4.2027 -0.428
H -1.1420 -0.9394 4.8060 0.237
H -1.8107 0.0074 6.2578 0.232
H -0.2155 0.2063 5.5115 0.240
H -2.7607 1.9156 5.8403 0.404
H -2.2965 4.0520 4.4440 0.213
H -3.9063 3.6217 4.6759 0.225
H -3.0843 3.1551 3.1206 0.227
```


(3)
This record from OMol25 describes C14H33ClIOP2Pt as an isolated structure at a distorted geometry. The level of theory is ωB97M-V/def2-TZVPD.

Results
Charge = +3
Spin multiplicity = 5
ΔE to the lowest compared entry with this formula, charge and spin = 0.0 kJ/mol
Kohn-Sham gap (spin up / spin down) = 6.792 / 4.013 eV
Electronic energy = -59514.731 eV

Geometry as XYZ:
```
53
Properties=species:S:1:pos:R:3:nbo_charge:R:1
C 2.1381 -1.6693 -1.4001 -0.691
I 0.9696 -3.8964 2.9566 0.953
H 2.8530 -1.0387 -1.9782 0.244
H 1.3378 -1.9663 -2.0964 0.232
H 2.6130 -2.5697 -0.9917 0.182
Pt 1.0765 -0.1869 0.1399 0.553
P 3.1336 -0.8723 1.2482 1.167
C 3.6423 -2.6206 1.1372 -0.922
C 4.4819 -0.1556 0.2417 -0.939
H 3.5429 0.9465 2.7547 0.302
H 4.5350 -0.4817 3.1705 0.293
H 2.8113 -0.4400 3.6149 0.260
C 3.5393 -0.1439 2.8572 -0.964
H 4.3834 0.9262 0.2170 0.282
H 5.4105 -0.4414 0.7340 0.270
H 4.7079 -2.6849 1.3623 0.310
H 3.4750 -3.0783 0.1625 0.274
H 4.4721 -0.5570 -0.7688 0.265
H 3.0885 -3.2584 1.8591 0.181
C 0.4079 -1.9986 0.3251 0.447
O 0.0997 -3.0418 -0.0650 -0.456
Cl 2.0301 2.0138 0.3376 -0.231
C -0.6241 1.4181 2.2846 -0.619
C -1.7845 0.9508 1.3640 -0.520
C -2.9283 1.9661 1.3214 -0.628
P -1.2149 0.3945 -0.3422 1.281
C -2.3734 -0.9775 -0.8746 -0.531
C -3.8727 -0.6322 -0.7735 -0.624
C -1.9836 -1.5365 -2.2564 -0.630
C -1.3383 1.6273 -1.7207 -0.550
C -2.6960 1.7724 -2.4277 -0.606
C -0.7817 2.9926 -1.3564 -0.618
H 0.0266 2.1435 1.7801 0.229
H 0.0148 0.5584 2.5486 0.184
H -1.0105 1.8979 3.1963 0.269
H -2.1298 -0.0141 1.7956 0.240
H -2.6444 2.9018 0.8126 0.232
H -3.8085 1.5202 0.8238 0.237
H -3.2271 2.2115 2.3593 0.269
H -2.2153 -1.7757 -0.1205 0.225
H -4.1949 0.2627 -1.3404 0.244
H -4.4203 -1.4889 -1.1956 0.263
H -4.1552 -0.5593 0.2869 0.226
H -1.1272 -2.2172 -2.1474 0.207
H -2.8271 -2.1402 -2.6393 0.268
H -1.7569 -0.7546 -3.0052 0.227
H -0.6662 1.1322 -2.4564 0.259
H -3.4795 2.1717 -1.7546 0.234
H -2.5530 2.5285 -3.2195 0.269
H -3.0330 0.8348 -2.9018 0.230
H 0.2707 2.9192 -1.0296 0.226
H -0.8356 3.6192 -2.2642 0.268
H -1.3793 3.4881 -0.5654 0.227
```


(4)
This record from OMol25 describes a 6-piece molecular cluster, C14H33F3NO14S3 overall at a distorted geometry. The level of theory is ωB97M-V/def2-TZVPD.

Results
Charge = -1
Kohn-Sham gap = 2.505 eV
Electronic energy = -85859.852 eV

Geometry as XYZ:
```
68
Properties=species:S:1:pos:R:3:nbo_charge:R:1
N -0.6845 -0.1589 0.6338 -0.992
H -0.1420 -0.7830 0.0539 0.426
H -0.2397 -0.2190 1.5385 0.477
H -1.6559 -0.3967 0.7749 0.428
H -0.5496 0.7652 0.2490 0.428
C 2.0291 0.2391 4.4883 0.902
O 2.2859 0.7525 3.3939 -0.886
O 2.7760 0.2605 5.5108 -0.859
O 0.9974 -0.4583 4.4509 -0.861
O 2.1127 -3.6955 -1.3408 -0.898
S 3.3590 -4.4710 -1.1089 2.263
O 3.2535 -5.7004 -0.3457 -0.913
O 4.0804 -4.7876 -2.6180 -0.712
C 5.2038 -5.6687 -2.7467 -0.073
C 5.0331 -6.5262 -3.9788 -0.626
C 4.6225 -3.3671 -0.2619 -0.828
H 5.2405 -6.2825 -1.8468 0.199
H 6.1785 -5.1991 -2.8796 0.171
H 4.6792 -6.1003 -4.9176 0.225
H 4.2575 -7.2591 -3.7565 0.212
H 6.0016 -7.0172 -4.0745 0.209
H 5.5192 -3.9387 -0.0226 0.238
H 4.1110 -2.9401 0.6007 0.278
H 5.0047 -2.6168 -0.9540 0.241
O 0.7123 4.2470 -0.2230 -0.920
S 1.6215 5.3007 -0.6191 2.296
O 1.6969 5.8834 -1.9552 -0.894
O 1.4469 6.5775 0.4868 -0.711
C 1.5940 6.3085 1.8530 -0.076
C 1.2191 7.6473 2.6574 -0.618
C 3.3063 4.7349 -0.0924 -0.863
H 2.6349 6.0543 2.0535 0.171
H 0.9594 5.4817 2.1718 0.202
H 0.2045 7.9154 2.3629 0.213
H 1.9566 8.4394 2.5273 0.209
H 1.1731 7.4240 3.7233 0.219
H 3.1525 4.2948 0.8929 0.265
H 3.9934 5.5804 -0.0572 0.239
H 3.6604 3.9380 -0.7463 0.250
O -6.4825 -1.8970 3.7649 -0.899
S -5.1680 -1.1915 3.8777 2.294
O -4.5110 -0.7208 2.6726 -0.930
O -5.4186 0.1234 4.8876 -0.732
C -4.3417 1.0354 5.2766 -0.067
C -4.2612 2.1041 4.1636 -0.650
C -4.0711 -2.1471 4.9768 -0.871
H -3.4103 0.4692 5.2717 0.192
H -4.5470 1.3521 6.2991 0.206
H -3.2819 2.5783 4.2282 0.222
H -4.9701 2.9176 4.3180 0.204
H -4.3188 1.8394 3.1078 0.237
H -3.7546 -2.9852 4.3560 0.250
H -4.4465 -2.4581 5.9517 0.261
H -3.1337 -1.5945 5.0408 0.265
C -1.2075 0.7385 -5.4554 -0.638
C -1.4003 -0.7189 -5.9146 -0.075
O -2.7375 -1.1286 -5.9511 -0.509
C -3.3476 -1.7154 -4.7665 0.685
O -2.7654 -1.8130 -3.6813 -0.522
C -4.7338 -2.3660 -4.9819 0.907
F -4.5650 -3.5834 -5.4959 -0.301
F -5.3835 -2.4389 -3.8068 -0.292
F -5.4239 -1.6702 -5.8777 -0.301
H -1.4458 1.5148 -6.1825 0.213
H -0.1502 0.8930 -5.2403 0.219
H -1.7679 0.8675 -4.5295 0.217
H -0.7991 -1.3786 -5.2889 0.193
H -0.9612 -0.8840 -6.8985 0.191
```